No. 1
DFT (ωB97M-V/def2-TZVPD) results for a 3-piece molecular cluster, C34H75BN5O14S overall in a non-equilibrium geometry.

Each line ends with the Löwdin charge.
Geometry (Å):
1 S 0.73826 -0.32385 -2.78248  1.045
2 O -0.36963 1.36719 1.89606  0.202
3 O -1.75591 4.88716 -3.83419  0.093
4 O 1.55284 2.38396 -5.38944  0.157
5 O 2.72531 -7.89279 2.88243  -0.190
6 O -3.47401 4.08348 -2.64038  0.173
7 O 5.26468 0.67250 2.07094  -0.183
8 O -5.74285 3.71851 -4.96928  -0.051
9 O -5.81674 1.04313 -5.59142  -0.080
10 O 1.28389 -3.77419 1.46530  -0.216
11 O 1.56067 -0.87360 1.67972  -0.052
12 O 0.33580 2.82125 0.14666  0.022
13 O 8.24978 -0.90575 5.23037  -0.175
14 O -2.97306 1.12819 -1.65447  -0.060
15 O -4.63639 1.19800 -3.61967  -0.079
16 N 1.67499 2.88285 -3.13466  -0.195
17 N 5.09791 -0.73307 4.73415  -0.052
18 N -0.11409 0.99827 -1.92970  -0.200
19 N -7.07062 1.66587 0.33789  0.002
20 N 0.62535 -6.86542 0.99923  -0.047
21 C 5.12158 -0.53133 1.34973  -0.107
22 C -0.18399 -0.73571 -0.05289  -0.150
23 C -1.32491 3.16718 -2.14725  -0.004
24 C 1.82118 -8.07966 3.95318  -0.110
25 C 4.27914 0.88956 3.07886  -0.207
26 C -2.30303 4.07620 -2.87440  -0.462
27 C -6.58366 3.05599 0.47121  -0.271
28 C -7.02475 1.76820 -5.49416  -0.182
29 C -1.05693 1.81523 -2.82457  -0.312
30 C 1.90052 -7.47053 0.63680  -0.212
31 C -2.35442 1.00106 -2.91190  -0.220
32 C -3.08200 0.58128 0.62323  -0.102
33 C 5.87699 -1.01033 5.93917  -0.198
34 C -0.45261 1.99631 -4.22467  -0.042
35 C 2.95473 2.17644 -2.90015  -0.051
36 C 1.83864 4.34002 -3.13572  -0.043
37 C 8.24010 -0.39871 3.91237  -0.100
38 C -6.90424 2.99034 -4.59697  -0.227
39 C 0.05306 4.07193 0.76462  -0.025
40 C -3.31744 1.37895 -4.05221  -0.120
41 C 4.83205 0.67446 4.47112  -0.214
42 C -5.43812 0.38160 -4.43163  -0.239
43 C 1.00340 2.43564 -4.32630  -0.435
44 C 1.19982 -4.47822 0.23434  -0.217
45 C -5.62892 3.24823 1.65530  -0.198
46 C 0.25890 -5.67879 0.24124  -0.198
47 C 1.31056 -0.77322 0.30037  -0.276
48 C -3.56213 2.01770 0.85825  -0.171
49 C 2.34393 -8.49817 1.65549  -0.213
50 C -2.29757 0.37727 -0.66874  -0.239
51 C 2.12712 -4.37475 2.44810  -0.060
52 C -0.74191 0.60817 -0.56386  -0.191
53 C 7.25955 -0.38676 6.09442  -0.228
54 C -4.70139 2.05468 1.89826  -0.200
55 B -0.28505 1.67348 0.56354  -0.629
56 H -2.58058 0.16932 1.49932  0.127
57 H 0.78649 -3.76103 -0.48259  0.105
58 H -4.29408 2.14570 2.90726  0.112
59 H -6.81327 2.66651 -3.55435  0.112
60 H -4.93099 -0.54468 -4.71903  0.143
61 H -5.27674 1.13078 1.85803  0.098
62 H -3.97909 -0.03374 0.51138  0.132
63 H 7.23570 0.70858 6.03223  0.113
64 H 5.75672 -0.46682 0.46667  0.091
65 H 1.58575 -5.10909 3.04524  0.078
66 H -4.99184 4.10614 1.40974  0.109
67 H 4.08542 -0.68573 1.03406  0.065
68 H -7.28159 2.08413 -6.50510  0.132
69 H -0.70433 -5.33596 0.62847  0.123
70 H 2.46108 -3.58537 3.12286  0.093
71 H 7.97236 0.66139 3.88705  0.089
72 H -0.72280 -0.91770 0.87922  0.138
73 H 0.87330 4.84263 -3.17582  0.071
74 H -7.93901 1.69051 -0.18605  0.064
75 H -1.16469 1.68089 2.33995  0.117
76 H -3.19371 2.39314 -4.42621  0.122
77 H -3.11902 0.70797 -4.89505  0.144
78 H -6.43636 1.17895 -0.28846  0.057
79 H 3.97231 1.93592 2.99200  0.120
80 H -6.14860 3.52183 2.57377  0.108
81 H 1.51112 -9.12472 4.03446  0.091
82 H 2.46506 4.68336 -3.96349  0.107
83 H 2.70949 -6.73199 0.55394  0.103
84 H -0.54998 1.10795 -4.84762  0.125
85 H 2.20434 -4.73057 -0.12434  0.119
86 H 0.09182 -5.97703 -0.79963  0.121
87 H 9.24776 -0.51176 3.51367  0.090
88 H -2.41159 -0.68000 -0.95242  0.158
89 H -0.42185 3.96465 1.73930  0.099
90 H 0.98244 4.62168 0.90357  0.104
91 H -2.12122 -0.06889 -3.02789  0.147
92 H -5.38719 4.16417 -4.19447  0.066
93 H -7.79824 3.61259 -4.69535  0.122
94 H 5.27442 -0.71862 6.80584  0.117
95 H 2.32339 4.63193 -2.20484  0.097
96 H 0.66313 1.66359 -1.75651  0.098
97 H -7.42133 3.74966 0.52800  0.111
98 H 2.82981 1.38586 -2.15825  0.048
99 H 4.09693 1.03741 5.19655  0.125
100 H 3.00353 -4.83999 1.99385  0.096
101 H -6.30807 0.12742 -3.81775  0.143
102 H 6.00197 -2.09415 5.99459  0.120
103 H 3.34797 1.73101 -3.81346  0.097
104 H -0.38829 3.69605 -1.99525  0.103
105 H 5.57458 -1.13552 3.93946  0.064
106 H 0.92543 -7.45358 3.86114  0.074
107 H 7.60197 -0.63111 7.10244  0.123
108 H 3.22896 -9.00404 1.26220  0.125
109 H 0.63091 -6.63942 1.98415  0.069
110 H -3.95413 2.43733 -0.06487  0.106
111 H 1.89701 0.05549 -0.11882  0.111
112 H -0.59581 4.66969 0.12246  0.093
113 H 3.39400 0.27204 2.90340  0.104
114 H 1.63135 -1.81190 1.89978  0.068
115 H -7.85190 1.14007 -5.14333  0.128
116 H -0.25489 -0.69610 -3.59835  -0.068
117 H 5.44438 -1.39990 1.93534  0.076
118 H -1.76725 3.03624 -1.16461  0.120
119 H -1.04230 2.75014 -4.75069  0.138
120 H -0.48789 -1.55652 -0.70371  0.099
121 H 2.34052 -7.79857 4.86734  0.091
122 H 1.72496 -1.66422 -0.18490  0.104
123 H 1.57075 -9.25484 1.81750  0.125
124 H 7.56256 -0.96111 3.26225  0.069
125 H 3.69273 2.88862 -2.54108  0.095
126 H -6.04228 3.33860 -0.44094  0.093
127 H 5.73103 1.29731 4.56846  0.104
128 H 1.79744 -7.95957 -0.33661  0.126
129 H -2.75810 2.63808 1.27268  0.106
130 H -1.42620 5.71344 -3.45893  0.131

The LUMO energy is -3.0 eV. For the energy above the lowest of the compared OMol25 structures with the same formula, charge and spin, the calculation gives 0.0 kJ/mol. The net charge is +1. As for the total energy: -3090.32146 a.u. As for the maximum force: 1.2 eV/A.


No. 2
DFT (ωB97M-V/def2-TZVPD) results for a 2-piece molecular cluster, C10H18ClIO4P overall in a non-equilibrium geometry.

Each line ends with the natural charge from an NBO analysis.
Geometry (Å):
1 I 2.26062 3.19926 1.83363  0.114
2 Cl 2.13950 -1.33687 0.02186  0.020
3 P 1.60337 0.90568 1.86615  1.064
4 O -3.76694 -0.45820 -1.84560  -0.478
5 O -2.18789 1.10509 -1.93555  -0.506
6 O -3.02500 0.47385 0.05839  -0.608
7 O -0.14891 -1.06049 2.81103  -0.542
8 C -3.65154 -0.07399 -3.22718  -0.098
9 C 2.90010 -0.06404 1.00339  -0.525
10 C 4.15211 -2.08987 2.07088  -0.609
11 C -0.57561 -0.64619 1.57142  0.067
12 C 3.92723 -0.58843 2.05611  -0.420
13 C -2.07217 1.59021 -4.32757  -0.630
14 C -1.58781 -0.55930 2.64087  -0.097
15 C -2.99853 0.37981 -1.12834  0.977
16 C -0.00921 0.71339 1.11556  -0.807
17 C -2.27141 0.53984 -3.26565  0.066
18 H 4.88801 -2.32931 2.83255  0.237
19 H -4.43886 0.64837 -3.45036  0.195
20 H -2.25061 1.16942 -5.31634  0.233
21 H -1.50315 -0.23420 -3.34490  0.183
22 H -0.73980 -1.39204 0.80584  0.219
23 H 3.67000 -0.24143 3.05379  0.212
24 H 3.37921 0.59174 0.28779  0.267
25 H 1.53056 0.50533 3.19595  0.073
26 H 0.06051 0.70604 0.03177  0.295
27 H -2.74984 2.42947 -4.17033  0.227
28 H -2.06128 -1.48165 2.93509  0.234
29 H 4.53776 -2.43685 1.11992  0.225
30 H -3.75854 -0.93835 -3.87614  0.216
31 H -0.72651 1.45710 1.44416  0.302
32 H -1.59598 0.29396 3.29941  0.204
33 H 4.87754 -0.12270 1.80813  0.236
34 H -1.05642 1.98284 -4.29729  0.228
35 H 3.24950 -2.63751 2.32154  0.222

The LUMO energy is -4.1 eV. The net charge is +1. As for the total energy: -1791.75794 a.u. As for the maximum force: 3.2 eV/A.


No. 3
DFT (ωB97M-V/def2-TZVPD) results for C5H6O as an isolated structure in a non-equilibrium geometry.

Each line ends with the natural charge from an NBO analysis.
Geometry (Å):
1 O -0.76920 -0.08049 1.81658  -0.693
2 C 0.05907 1.12767 -0.18349  -0.012
3 C -0.53550 -0.19871 -1.20233  -0.272
4 C 0.30335 0.16868 0.95454  0.044
5 C 0.48555 -0.85599 -0.17088  -0.465
6 C -1.09682 1.05743 -0.99455  -0.174
7 H 0.11832 -1.85384 0.03442  0.232
8 H 0.93006 1.69722 -0.51006  0.211
9 H 1.54340 -0.87868 -0.48515  0.221
10 H 1.17126 0.42145 1.57046  0.200
11 H -1.58577 0.10733 1.33353  0.480
12 H -0.62373 -0.71208 -2.16307  0.228

The LUMO energy is 0.4 eV. For the energy above the lowest of the compared OMol25 structures with the same formula, charge and spin, the calculation gives 486.5 kJ/mol. As for the total energy: -269.16093 a.u. As for the maximum force: 1.0 eV/A.


No. 4
DFT (ωB97M-V/def2-TZVPD) results for a 2-piece molecular cluster, ClH3N2OS overall in a non-equilibrium geometry.

Each line ends with the natural charge from an NBO analysis.
Geometry (Å):
1 Cl -2.10495 -1.51362 0.09262  -0.268
2 S -0.99530 0.42328 0.18107  1.719
3 O -1.74810 1.33501 1.01470  -0.812
4 N -0.87461 0.96211 -1.22573  -0.979
5 N 1.83498 -0.27825 0.40437  -0.693
6 H 2.03743 -0.26553 1.36081  0.314
7 H -0.28041 0.47384 -1.94020  0.410
8 H 2.13096 -1.13683 0.11236  0.307

The LUMO energy (spin up / spin down) is -4.1 / -4.1 eV. For the energy above the lowest of the compared OMol25 structures with the same formula, charge and spin, the calculation gives 432.5 kJ/mol. As for the total energy: -1044.71223 a.u. As for the maximum force: 4.7 eV/A.